[1]
Entry from OMol25: a structure of composition C4H9FO (wB97M-V/def2-TZVPD).

```
15
Properties=species:S:1:pos:R:3:mulliken_charge:R:1
C 0.2308 0.9097 1.9904 -0.5903
C 0.5729 -0.1480 0.1546 -1.0045
C 0.3050 -0.1774 -1.3727 0.3339
C -1.0126 -0.6904 -1.4766 -0.8675
H 1.3687 0.6885 2.4951 0.2341
H -0.4082 0.0129 2.4465 0.2382
H 0.0022 1.9512 2.3822 0.2632
H 1.6806 -0.0473 0.1607 0.3142
H 0.1853 -0.9485 0.4475 0.6253
H 0.5385 0.8527 -1.6971 0.3729
H -1.4391 -1.3753 -2.4657 0.2923
H -1.7262 0.3953 -1.3850 0.2149
H -1.3702 -1.2959 -0.3027 0.1841
O -0.0284 1.0506 0.6556 -0.2446
F 1.1007 -1.1781 -2.0328 -0.3661
```

## Properties
- Total charge: 0
- HOMO: -0.381 Ha
- ΔE to the lowest compared entry with this formula, charge and spin: 103.3 kcal per mole
- E_LUMO: 0.0352 Eh
- Orbital gap: 11.32 eV


[2]
Entry from OMol25: an isolated molecule of C4H9FO (wB97M-V/def2-TZVPD).

```
15
Properties=species:S:1:pos:R:3:mulliken_charge:R:1
C 0.4137 -0.8499 1.2189 -1.4837
C 0.4278 -0.0005 -0.0640 1.4526
C 0.6859 1.4397 0.2561 -1.5542
O 1.3672 -0.5130 -0.9687 -0.6004
C -0.9724 -0.1749 -0.7512 -0.7966
F -2.0002 0.0881 0.1328 -0.2970
H -0.5533 -1.0032 1.4967 0.4149
H 0.9297 -1.8437 1.0465 0.3238
H 0.9577 -0.2860 1.9881 0.3337
H 1.5043 1.5756 1.0326 0.3262
H -0.1612 1.7765 0.8144 0.4081
H 0.9155 2.1651 -0.5102 0.3375
H 2.2345 -0.5915 -0.5254 0.3387
H -1.0208 0.2245 -1.7090 0.4584
H -1.0731 -1.1926 -1.0377 0.3380
```

## Properties
- Total charge: 0
- HOMO: -0.385 Ha
- ΔE to the lowest compared entry with this formula, charge and spin: 12.0 kcal per mole
- SMILES: CC(C)(O)CF
- E_LUMO: 0.0343 Eh
- Orbital gap: 11.40 eV


[3]
Entry from OMol25: a structure of composition C4H9FO2Zn (wB97M-V/def2-TZVPD).

```
17
Properties=species:S:1:pos:R:3:mulliken_charge:R:1
F -0.0328 -1.2591 -2.9047 -0.6805
C 1.2748 -2.6199 0.2504 -0.5324
O 0.8069 -1.9144 1.4358 -0.4064
C 1.1411 -0.5579 1.4912 -0.8557
C 0.1654 0.3640 0.7788 -0.1334
O 0.2868 0.2684 -0.6374 -0.2734
H 0.7002 -3.5624 0.2455 0.4298
H 2.3244 -2.9267 0.4416 0.4075
H 2.1647 -0.3886 1.1053 0.3730
H 1.1369 -0.2569 2.5507 0.3477
H 0.3807 1.4082 1.0629 0.3186
H -0.8655 0.1339 1.0985 0.3646
Zn 0.9082 -1.3935 -1.4104 0.4003
C -0.7653 1.0273 -1.4895 -0.6534
H -0.7183 0.8801 -2.5759 0.2704
H -0.5360 2.0994 -1.4927 0.3069
H -1.6607 1.0175 -0.8534 0.3164
```

## Properties
- Total charge: 0
- HOMO: -0.317 Ha
- E_LUMO: 0.0150 Eh
- Orbital gap: 9.02 eV